This record from OMol25 describes a cluster of 10 separate species, C54H58F18N2O31P2S2 in total in a non-equilibrium geometry. The level of theory is ωB97M-V with the def2-TZVPD basis set.

XYZ file:
```
167
Properties=species:S:1:pos:R:3:mulliken_charge:R:1
S 3.8223 -3.1636 -0.2017 -0.3062
S -9.6881 -0.4592 -3.1319 1.3778
P -2.9947 -1.3356 -2.2383 1.1960
P 1.9620 -3.0562 -0.7187 0.1108
F -4.9522 0.2123 5.5332 -0.3135
F -4.7524 -2.9506 2.6391 -0.2841
F 7.5427 5.3645 1.8392 -0.2626
F -10.1011 -1.5469 -4.2402 -0.3100
F -9.3574 0.6216 -2.0255 -0.2803
F 9.5445 -2.3108 -1.9000 -0.2425
F -11.0772 -0.7084 -2.4137 -0.2881
F -8.0227 1.1949 -4.2821 -0.2678
F -9.0719 -1.6532 -2.2827 -0.2953
F -10.4130 0.6367 -4.0444 -0.3156
F 3.4145 6.2756 -1.2721 -0.3184
F -6.7555 -0.2296 -1.9747 -0.3217
F -8.0795 -0.7147 -5.2101 -0.2732
F -9.4093 -2.7787 11.3476 -0.2840
F -6.5655 -1.9088 -3.4233 -0.3195
F 12.4517 -0.1952 -2.9199 -0.2748
F 1.2850 0.5385 3.4323 -0.3413
F 3.9104 2.0547 5.1294 -0.2646
O 2.9080 7.7965 -4.3153 -0.3234
O 10.9775 2.4995 0.2774 -0.5448
O 0.6900 7.5025 -4.5494 -0.5991
O 4.8312 -1.4056 5.2608 -0.5587
O 11.8695 0.4462 0.4095 -0.3213
O 7.0594 2.9149 5.5107 -0.5445
O 11.7853 1.4872 -1.5738 -0.3053
O 3.0081 0.0891 -0.7428 -0.5837
O 8.5936 -4.3557 -1.8371 -0.3177
O -8.0231 -1.2726 5.0904 -0.3300
O -4.3411 -7.2759 1.7382 -0.5156
O 8.0135 2.4147 3.5456 -0.3072
O -7.5446 -3.3809 5.7057 -0.6305
O -5.4334 -6.2386 3.4112 -0.3363
O 6.4624 -3.7860 -2.2734 -0.2080
O -8.6426 -1.3737 8.3033 -0.1591
O 3.0866 3.6462 6.5074 -0.3301
O 4.3660 -0.9656 3.1020 -0.3108
O 3.1315 2.5230 8.4519 -0.3445
O 2.1567 4.5500 8.3552 -0.5103
O -5.9129 -1.8294 5.5959 -0.2975
O -0.8728 -2.2699 -0.0473 -0.4744
O 6.9525 -5.9030 -1.6831 -0.5058
O 7.2616 4.4942 3.9053 -0.3057
O -9.4648 -0.7782 10.3044 -0.3306
O 2.9725 -0.2476 4.7111 -0.3339
O 4.1129 1.3904 -4.0628 -0.6110
O -8.9957 0.7996 8.7587 -0.4960
O 2.0930 1.7683 -3.1328 -0.6883
O 1.7801 6.5968 -2.7951 -0.2928
O -4.4664 -5.0204 1.7886 -0.1748
N -0.5196 4.9636 -4.8884 -0.5901
N 1.2893 -1.4885 -0.3711 0.5042
C -7.1973 -2.2642 5.4860 0.8220
C 2.6396 0.4640 3.5342 0.6268
C -7.2573 -0.0622 5.0687 -0.4196
C -2.6278 1.0776 -4.4384 -0.7763
C -4.9214 1.2256 -3.1163 -0.0708
C 3.2262 -0.3982 2.4475 -0.1195
C -0.2279 1.3937 -3.6855 1.3011
C 3.6604 1.6471 7.4515 -0.3280
C -3.5841 -1.0814 -0.4903 -0.8364
C 12.6816 0.3988 -1.7244 0.2877
C 1.9421 -0.0143 -5.9683 -0.0299
C -5.5460 0.1120 -3.9604 -1.3449
C -3.0406 -3.8057 -3.6157 -1.3849
C 8.1114 4.5583 2.7690 0.3367
C -1.4826 -0.2842 -2.5415 0.4328
C 11.4954 1.5699 -0.2449 0.6571
C -0.1255 -1.5511 -0.6595 -0.7229
C -0.0112 2.5076 -4.7026 -1.1704
C 1.5428 -2.3590 -6.1921 -0.6718
C 7.2348 -2.5877 -2.3117 -0.3856
C 7.2958 -4.7950 -1.9075 0.5705
C -4.7090 -6.2832 2.2647 0.4049
C -2.3762 -3.0824 -2.4232 -0.3287
C 8.6316 -3.1146 -2.5087 0.3124
C -5.5568 -4.8626 3.7881 -0.1245
C 1.6975 7.3211 -3.9459 0.6865
C -6.7684 -0.5829 -3.2778 1.1933
C -9.0288 -0.3367 9.0903 0.5436
C -9.6874 -2.1713 10.1691 0.3316
C 12.2994 -0.4969 -0.5730 -0.0828
C -5.3557 -4.1613 2.4721 0.3196
C 8.1488 3.1249 2.3120 -0.1423
C 4.1289 -0.9249 4.4374 0.6373
C 2.5888 -1.4762 -4.2214 0.3323
C 7.4117 3.2421 4.4259 0.6773
C -5.8521 -0.5854 4.9143 0.5156
C -0.3653 -0.5417 -1.7759 0.6314
C 1.9174 -0.3454 -0.9929 -0.1962
C 4.0477 2.6141 6.3649 0.3174
C -8.6998 -2.5605 9.0998 -0.4804
C 2.9639 1.0350 -3.9421 -0.0545
C -8.0463 -0.1159 -4.0181 0.6022
C -3.7406 1.9511 -3.7902 -1.2382
C 3.1559 6.3092 -2.5994 0.4399
C 2.4967 -0.1915 -4.7194 -0.0157
C 2.7314 3.6607 7.8262 0.5759
C 0.8448 0.1397 -1.9390 0.3345
C -1.4485 0.7222 -3.5315 -0.7491
C 2.1216 -2.5368 -4.9541 -0.9104
C -0.0314 3.9042 -4.0162 -0.6306
C -4.5175 -2.2498 -0.1238 -0.8594
C 0.8791 1.0855 -2.9174 -0.2970
C 3.8300 7.4801 -3.2665 -0.4731
C 1.4717 -1.0756 -6.7051 -0.7926
H -2.8019 -3.2401 -4.5238 0.2738
H 9.0809 4.9673 3.0585 0.2531
H 1.8526 0.9671 -6.4271 0.4745
H 13.7109 0.7612 -1.6922 0.2822
H 4.5072 1.0806 7.8312 0.3373
H 3.3922 5.3381 -3.0400 0.2404
H -4.1211 -3.8308 -3.4338 0.2644
H -6.2683 -4.0352 1.8850 0.2921
H -5.7059 1.9861 -2.9714 0.6142
H 5.0486 3.0294 6.4658 0.2309
H 3.0328 -1.6611 -3.2440 0.9830
H 13.1339 -1.0927 -0.2110 0.2634
H -10.7320 -2.3492 9.9069 0.2794
H -2.9803 0.1543 -4.9106 0.6550
H 1.0096 2.3682 -5.0705 0.0942
H -4.9794 -2.0428 0.8616 0.2475
H -0.1951 5.8823 -4.5850 0.3308
H -2.6623 -4.8285 -3.7077 0.4535
H -5.8106 0.5056 -4.9516 0.6038
H 1.2202 -4.0082 0.0046 0.1150
H 1.0090 4.1275 -3.7469 0.1891
H -0.6541 2.4367 -5.5804 0.6821
H 4.8093 7.2305 -3.6672 0.3010
H -7.4000 0.4749 6.0084 0.2362
H -7.5612 0.5795 4.2452 0.3086
H -4.1899 -0.1683 -0.4148 0.4918
H -1.5325 4.9252 -4.8529 0.2448
H 2.1573 -3.5583 -4.5786 0.4621
H 7.1220 -2.0553 -1.3653 0.2283
H 1.0122 -0.9140 -7.6763 0.4280
H -9.0293 -3.4124 8.5096 0.2953
H 7.3109 2.8763 1.6581 0.2460
H 3.5207 0.1710 1.5714 0.0511
H 9.0758 2.8613 1.8088 0.0587
H 2.8842 0.9501 7.1295 0.2146
H -4.0226 -3.2220 -0.0539 0.3429
H 2.5487 -1.1953 2.1380 0.0896
H -2.2073 1.6827 -5.2449 0.1555
H 3.0546 1.4710 3.5886 0.3269
H -3.2583 2.6413 -3.0846 0.4192
H -4.8010 -0.6618 -4.1599 0.1407
H -2.4884 -3.6300 -1.4810 0.5827
H -7.7101 -2.7744 9.5063 0.2778
H -4.7815 -4.6130 4.5145 0.2393
H 1.1435 -3.1892 -6.7670 0.4361
H -0.5674 3.8153 -3.0539 0.3006
H -5.3376 -2.3526 -0.8484 0.0481
H -1.2902 -3.0453 -2.6033 0.0876
H -4.1550 2.5917 -4.5827 0.5343
H -5.5396 -0.7513 3.8814 0.1063
H -2.7710 -0.9493 0.2314 0.5891
H 11.4699 -1.1601 -0.8214 0.0471
H -6.5278 -4.6593 4.2263 0.1869
H 6.9114 -1.9378 -3.1221 0.2918
H 1.7818 -3.3757 -2.0872 -0.0107
H -4.6137 0.9256 -2.1138 -0.1354
H 3.9281 8.3366 -2.5978 0.2842
H 8.9142 -3.2705 -3.5516 0.2366
```

Calculated values
DFT total energy, eV: -212553.6094
Lowest unoccupied orbital energy, eV: -1.43
Highest occupied orbital energy, eV: -8.68
SMILES string: CCP(CC)c1c(CCCCC(F)(F)C(F)(F)S(F)(F)(F)(F)F)c(CCN)c(OC(=O)c2ccccc2)c2c1C(=O)N([PH2]=S)C2=O.O=C1OC[C@@H](F)O1.O=C1OC[C@@H](F)O1.O=C1OC[C@@H](F)O1.O=C1OC[C@@H](F)O1.O=C1OC[C@@H](F)O1.O=C1OC[C@@H](F)O1.O=C1OC[C@@H](F)O1.O=C1OC[C@@H](F)O1.O=C1OC[C@@H](F)O1